A 2-piece molecular cluster, CH7N2S3 overall in a non-equilibrium geometry. Source: the Open Molecules 2025 dataset; level of theory: wB97M-V/def2-TZVPD.

Each line ends with the natural charge from an NBO analysis.
CARTESIAN COORDINATES (ANGSTROEM)
C -1.5554 -0.2162 -0.1642  0.004
N 2.7736 1.1675 0.8559  -0.964
N -2.6784 -0.7504 -0.6714  -0.721
S -1.1209 -0.7158 1.4626  0.221
S -0.5958 0.6283 -1.3402  0.066
S 2.7841 0.1489 -0.5282  0.267
H 0.8953 0.4387 -1.3269  0.204
H 2.7382 2.1228 0.4815  0.396
H 2.0255 -0.8269 0.0221  0.105
H -2.8844 -0.5625 -1.6776  0.430
H -3.5747 -0.9160 -0.2536  0.433
H 3.5024 0.9402 1.4652  0.392
H -2.3095 -1.4586 1.6749  0.169

As for the net charge: +1. The calculation puts the total energy at -1346.0536 Ha. As for the frontier orbital gap: 0.28987 Ha.